# C4H43NO16

A 17-piece molecular cluster, C4H43NO16 overall at a distorted geometry (ωB97M-V/def2-TZVPD, the OMol25 dataset).

Last column: Löwdin charge in e.
Atoms and positions in Å:
1 C -1.063 0.836 -1.842  -0.08
2 C 0.259 0.230 -1.426  -0.28
3 N 0.264 -0.350 -0.093  -0.23
4 C 1.529 -1.027 0.223  -0.07
5 C -0.023 0.667 0.909  -0.09
6 H -1.827 0.064 -1.658  0.06
7 H -1.574 1.523 -1.153  0.06
8 H -0.848 1.301 -2.801  0.08
9 H 1.019 1.008 -1.589  0.09
10 H 0.555 -0.555 -2.115  0.08
11 H 2.380 -0.355 0.370  0.10
12 H 1.674 -1.739 -0.590  0.06
13 H 1.342 -1.602 1.126  0.05
14 H 0.338 1.637 0.549  0.10
15 H -1.062 0.708 1.191  0.02
16 H 0.296 0.512 1.944  0.08
17 H -2.854 2.952 2.402  0.09
18 H -2.426 1.977 1.308  0.03
19 O -2.064 2.531 2.040  -0.08
20 H -2.175 -0.278 3.496  0.01
21 H -1.719 1.160 3.209  0.02
22 O -1.427 0.329 3.631  -0.08
23 H 2.782 3.183 -0.101  0.03
24 H 2.237 4.080 -1.243  0.05
25 O 2.917 3.434 -1.040  -0.07
26 H -2.579 -2.106 4.023  0.05
27 H -3.347 -2.081 2.677  0.03
28 O -3.351 -1.736 3.579  -0.04
29 H 1.778 2.872 -3.798  0.03
30 H 2.689 2.539 -2.563  -0.02
31 O 2.494 2.313 -3.491  -0.07
32 H -4.142 0.729 -0.001  0.07
33 H -3.078 -0.224 0.779  0.01
34 O -3.439 0.681 0.648  -0.06
35 H -1.162 -2.283 -2.040  0.03
36 H -2.157 -1.576 -2.891  0.03
37 O -2.096 -2.086 -2.073  -0.05
38 H 2.982 0.357 -2.130  0.00
39 H 4.082 -0.542 -2.793  0.05
40 O 3.651 -0.312 -1.966  -0.04
41 H -1.496 -1.331 0.692  0.03
42 H -2.530 -2.143 -0.220  0.04
43 O -2.352 -1.779 0.665  -0.05
44 H 3.028 4.904 1.169  0.05
45 H 1.549 4.357 1.436  0.00
46 O 2.505 4.185 1.529  -0.07
47 H 1.141 -3.494 1.966  0.05
48 H -0.350 -3.311 1.991  0.04
49 O 0.338 -3.825 1.563  -0.04
50 H 1.352 -3.338 -2.257  0.00
51 H 2.519 -2.324 -2.483  0.02
52 O 1.622 -2.543 -2.755  -0.08
53 H -0.691 5.240 2.343  0.05
54 H -0.711 3.679 2.037  0.01
55 O -0.201 4.513 1.958  -0.06
56 H 1.052 -1.040 3.046  0.00
57 H -0.056 -0.736 4.059  0.01
58 O 0.563 -1.442 3.770  -0.07
59 H -0.085 -0.825 -4.539  0.06
60 H -0.699 -2.089 -4.130  0.02
61 O -0.959 -1.238 -4.485  -0.05
62 H 1.305 -5.462 -1.061  0.06
63 H 0.890 -4.202 -0.122  0.01
64 O 1.412 -4.529 -0.876  -0.06

relative energy (zero: lowest compared OMol25 entry of this formula, charge and spin)	75.0	kJ/mol
total charge	0
LUMO level	0.1	eV
highest occupied orbital energy	-8.943	eV

# C4H48NO24Ti

C4H48NO24Ti as an isolated structure at a distorted geometry (ωB97M-V/def2-TZVPD, the OMol25 dataset).

Last column: Löwdin charge in e.
Atoms and positions in Å:
1 Ti -4.713 -10.909 -11.629  1.44
2 N -3.830 -11.370 -15.524  -0.64
3 O -4.481 -12.188 -16.145  -0.03
4 O -4.173 -11.148 -14.384  -0.08
5 O -2.891 -10.721 -16.015  -0.01
6 C -2.893 -7.500 -13.777  -0.06
7 C -2.317 -8.566 -12.813  -0.30
8 O -3.117 -9.558 -12.121  -0.30
9 H -2.046 -6.850 -13.996  0.08
10 H -3.715 -6.957 -13.310  0.06
11 H -3.126 -8.007 -14.713  0.07
12 H -1.721 -8.121 -12.017  0.08
13 H -1.531 -9.007 -13.426  0.11
14 C -1.335 -12.826 -12.743  -0.04
15 C -2.596 -13.659 -12.299  -0.30
16 O -3.609 -12.710 -12.055  -0.31
17 H -0.708 -13.666 -13.043  0.06
18 H -0.831 -12.396 -11.878  0.07
19 H -1.424 -12.140 -13.585  0.08
20 H -2.414 -14.251 -11.402  0.11
21 H -2.871 -14.388 -13.063  0.08
22 O -1.295 -7.018 -9.312  -0.04
23 H -0.571 -7.192 -9.913  0.04
24 H -2.077 -7.047 -9.863  -0.01
25 O -7.991 -10.361 -14.512  -0.01
26 H -7.812 -11.255 -14.803  0.06
27 H -8.886 -10.393 -14.175  0.06
28 O -5.810 -9.640 -12.915  -0.10
29 H -6.561 -9.881 -13.457  0.02
30 H -5.362 -8.959 -13.417  0.06
31 O -6.687 -15.509 -12.739  -0.03
32 H -7.306 -15.568 -13.467  0.07
33 H -5.831 -15.418 -13.159  0.03
34 O -8.485 -13.209 -12.031  -0.02
35 H -9.414 -12.979 -12.030  0.07
36 H -8.453 -14.077 -12.433  0.04
37 O -3.686 -12.736 -7.528  -0.02
38 H -2.796 -13.050 -7.367  0.06
39 H -4.213 -13.533 -7.597  0.06
40 O -6.530 -7.422 -14.470  -0.03
41 H -7.476 -7.548 -14.406  0.04
42 H -6.316 -7.661 -15.372  0.06
43 O -7.441 -7.522 -10.372  -0.01
44 H -8.021 -7.445 -9.614  0.09
45 H -7.458 -6.654 -10.775  0.09
46 O -6.110 -12.152 -12.686  -0.10
47 H -5.909 -12.760 -13.398  0.07
48 H -6.985 -12.405 -12.393  0.01
49 O -4.923 -14.722 -14.680  -0.03
50 H -5.304 -14.173 -15.365  0.04
51 H -4.076 -14.316 -14.491  0.03
52 O -5.847 -12.091 -10.209  -0.09
53 H -6.282 -11.801 -9.407  0.02
54 H -6.046 -13.026 -10.265  0.04
55 O -3.445 -11.102 -9.778  -0.09
56 H -3.570 -11.762 -9.097  0.02
57 H -2.675 -10.608 -9.497  0.01
58 O -1.082 -10.471 -9.001  -0.01
59 H -0.361 -9.856 -9.134  0.07
60 H -1.393 -10.289 -8.115  0.05
61 O -7.027 -10.915 -8.137  -0.01
62 H -7.626 -11.563 -7.767  0.07
63 H -6.848 -10.314 -7.414  0.07
64 O -6.767 -14.695 -10.222  -0.04
65 H -7.234 -15.377 -9.739  0.06
66 H -6.751 -15.009 -11.126  -0.02
67 O -3.856 -8.411 -7.964  -0.02
68 H -3.454 -8.896 -7.243  0.06
69 H -3.354 -7.598 -8.016  0.03
70 O -4.163 -6.319 -10.394  -0.01
71 H -4.063 -6.170 -9.453  0.03
72 H -5.107 -6.409 -10.524  0.02
73 O -7.772 -10.227 -11.094  -0.04
74 H -7.829 -9.300 -10.863  0.00
75 H -8.344 -10.667 -10.465  0.05
76 O -5.375 -9.341 -10.316  -0.09
77 H -6.104 -8.732 -10.432  0.02
78 H -5.041 -9.151 -9.439  0.04

total charge	+1
LUMO level	-3.7	eV
highest occupied orbital energy	-9.590	eV

# C4H4AlO5

C4H4AlO5 as an isolated structure at a distorted geometry (ωB97M-V/def2-TZVPD, the OMol25 dataset).

Last column: Löwdin charge in e.
Atoms and positions in Å:
1 O -1.047 -0.348 -0.781  0.03
2 H 1.573 1.581 1.485  0.14
3 O 0.838 -1.472 -1.234  0.10
4 O 1.003 0.534 -0.178  0.02
5 C 0.693 1.057 1.092  -0.13
6 C 0.317 -0.191 1.910  -0.12
7 O 0.202 -1.221 0.956  0.02
8 C 0.236 -0.659 -0.358  -0.74
9 H -0.145 1.772 1.039  0.13
10 H -0.633 -0.054 2.449  0.14
11 H 1.098 -0.465 2.634  0.14
12 Al -0.591 -1.414 -2.071  0.79
13 C -1.427 0.072 -3.208  0.18
14 O -2.118 0.808 -3.736  0.30

relative energy (zero: lowest compared OMol25 entry of this formula, charge and spin)	153.7	kJ/mol
total charge	+1
LUMO level	-8.1	eV
highest occupied orbital energy	-13.504	eV

# C4H4Br2

C4H4Br2 as an isolated structure at a distorted geometry (ωB97M-V/def2-TZVPD, the OMol25 dataset).

Last column: Löwdin charge in e.
Atoms and positions in Å:
1 C -1.072 -0.304 -0.160  -0.16
2 C 0.343 -0.753 -0.197  -0.25
3 C -1.476 0.927 0.247  0.02
4 C 1.602 -0.241 -0.122  -1.10
5 Br 1.867 1.669 0.030  0.65
6 Br 3.267 -1.192 0.063  0.63
7 H -1.750 -1.161 -0.337  0.10
8 H 0.424 -1.746 -0.507  0.06
9 H -2.502 1.152 0.457  0.05
10 H -0.703 1.649 0.527  -0.01

relative energy (zero: lowest compared OMol25 entry of this formula, charge and spin)	56.5	kJ/mol
total charge	0
LUMO level	0.1	eV
highest occupied orbital energy	-8.936	eV

# C4H4Br2ClNS

A 2-piece molecular cluster, C4H4Br2ClNS overall at a distorted geometry (ωB97M-V/def2-TZVPD, the OMol25 dataset).

Last column: Löwdin charge in e.
Atoms and positions in Å:
1 C 1.810 -0.007 -1.176  -1.11
2 C 0.061 0.423 0.670  -0.64
3 C 0.508 -0.994 0.302  -0.86
4 C -1.396 0.823 0.590  -0.19
5 N 1.501 -1.117 -0.553  -0.06
6 S 0.920 1.386 -0.598  1.01
7 Cl -1.448 -1.228 -1.792  -0.22
8 Br 2.899 -0.081 -2.622  0.89
9 Br -0.052 -2.368 1.401  0.86
10 H 0.658 0.496 1.628  0.14
11 H -1.507 1.851 0.856  0.05
12 H -1.926 0.361 1.559  0.12
13 H -2.028 0.454 -0.267  0.00

relative energy (zero: lowest compared OMol25 entry of this formula, charge and spin)	144.9	kJ/mol
total charge	0
LUMO level (spin up / spin down)	-2.3 / -2.3	eV
highest occupied orbital energy (spin up / spin down)	-8.534 / -8.531	eV

# C4H4BrN

C4H4BrN in the gas phase at a distorted geometry (ωB97M-V/def2-TZVPD, the OMol25 dataset).

Last column: Löwdin charge in e.
Atoms and positions in Å:
1 C 1.210 1.851 0.694  -0.14
2 C -1.204 1.295 0.267  -0.58
3 C -0.031 0.749 0.393  -0.31
4 C 0.302 -0.744 0.163  -0.06
5 N 2.032 2.627 0.768  0.10
6 Br -2.801 0.485 -0.352  0.72
7 H -1.353 2.366 0.254  0.06
8 H -0.737 -1.125 0.018  0.04
9 H 0.812 -1.293 0.914  0.07
10 H 0.829 -0.746 -0.801  0.09

relative energy (zero: lowest compared OMol25 entry of this formula, charge and spin)	84.7	kJ/mol
total charge	0
SMILES string	C/C(C#N)=C\Br
LUMO level	0.5	eV
highest occupied orbital energy	-10.233	eV